Record 1
{"formula": "C11H10N2O4Ru", "method": "the ωB97M-V functional and the def2-TZVPD basis", "symbols": ["Ru", "C", "O", "C", "O", "C", "O", "C", "O", "C", "H", "H", "C", "H", "H", "N", "C", "C", "C", "N", "C", "C", "H", "H", "H", "H", "H", "H"], "xyz": [[0.291841, 2.183036, -0.017363], [0.250111, 3.280910, 1.549731], [0.241316, 3.999969, 2.461584], [0.575593, 3.648777, -1.190872], [0.739469, 4.539333, -1.909346], [-1.431127, 1.879109, -0.831305], [-2.478451, 1.739680, -1.305489], [2.108167, 1.607902, -0.357164], [3.209398, 1.345641, -0.605387], [0.300411, -1.233148, -3.668933], [1.192709, -1.752613, -3.301845], [-0.660519, -1.626986, -3.321616], [0.371691, -0.138161, -4.445398], [-0.530967, 0.391543, -4.783673], [1.337171, 0.274891, -4.770415], [-0.591103, -3.249838, 3.201531], [-0.524386, -2.156263, 2.399673], [0.471096, -2.051620, 1.405096], [0.625314, -0.850958, 0.728591], [-0.120640, 0.242926, 1.010437], [-1.188774, 0.098225, 1.835358], [-1.418688, -1.071909, 2.550785], [0.093426, -3.989774, 3.127184], [-1.257868, -3.306511, 3.957808], [1.141043, -2.880978, 1.183967], [1.379431, -0.748417, -0.058129], [-1.864589, 0.957723, 1.917424], [-2.261068, -1.132494, 3.237763]], "forces_ev_per_angstrom": [[0.307, 1.544, -1.269], [-0.200, 3.646, 5.568], [0.074, -2.511, -3.446], [0.860, 4.651, -3.472], [-0.551, -2.990, 2.443], [-4.722, -1.575, -1.735], [2.842, 0.782, 1.003], [4.517, -2.323, -0.709], [-2.782, 1.176, 0.489], [-0.282, -3.223, 2.427], [-0.176, 0.164, -0.313], [0.201, 0.082, -0.260], [0.276, 3.285, -2.575], [0.326, -0.258, 0.098], [-0.340, -0.189, 0.077], [0.131, 1.628, -1.144], [-0.027, -1.151, 1.020], [0.834, 0.179, -0.814], [-0.192, -0.385, 0.537], [-0.846, -2.394, 0.965], [0.314, -0.332, 0.089], [-0.572, 0.802, 0.156], [0.145, -0.301, -0.022], [-0.303, -0.089, 0.251], [-0.148, 0.101, 0.074], [-0.134, -0.006, 0.504], [0.318, -0.345, 0.156], [0.131, 0.031, -0.097]], "multiplicity": 6, "relative_energy_ev": 0.000, "total_charge": 3}



Record 2
{"formula": "C11H10N2S", "method": "the ωB97M-V functional and the def2-TZVPD basis", "symbols": ["C", "C", "C", "C", "C", "C", "C", "C", "C", "C", "C", "N", "N", "S", "H", "H", "H", "H", "H", "H", "H", "H", "H", "H"], "xyz": [[-1.189473, -0.974225, -2.324026], [-0.429924, 3.401788, -0.028193], [0.863393, 2.888922, -0.239341], [-1.568757, 2.791216, -0.423971], [0.978335, 1.748978, -1.027349], [-1.473964, 1.610682, -1.106311], [-0.223556, 1.081471, -1.426202], [0.161176, -1.555494, 0.246970], [0.164276, -3.309039, 1.770661], [1.377288, -2.424931, 2.265252], [-0.104111, -0.186859, -2.063787], [-2.107195, -1.639424, -2.554976], [-0.339830, -2.637176, 0.585113], [1.366677, -0.775620, 1.331972], [-0.709475, 4.350725, 0.507861], [1.795425, 3.374826, 0.173595], [-2.637163, 3.034784, -0.013135], [1.904211, 1.359041, -1.272621], [-2.241787, 0.903222, -1.489897], [0.613776, -4.241036, 1.350586], [-0.525476, -3.290080, 2.559504], [1.202099, -2.089058, 3.328552], [2.301817, -2.851805, 2.222256], [0.822239, -0.570911, -2.372514]], "forces_ev_per_angstrom": [[-2.113, -1.486, -0.832], [0.445, 2.516, 1.755], [0.496, 0.484, -0.296], [-3.602, -1.367, 0.543], [-2.762, 0.820, 0.803], [0.238, -2.189, -1.435], [1.522, 1.283, 0.151], [-0.346, -0.425, -0.426], [3.224, 1.243, -1.838], [-2.803, 2.566, 1.827], [0.652, -0.362, 2.954], [0.188, 0.192, -0.009], [-0.291, 1.413, -1.552], [-0.226, -1.299, -0.194], [1.356, -0.889, -0.234], [-1.363, -0.422, -0.571], [2.287, 0.252, -1.045], [1.719, -0.829, -0.387], [-0.305, 1.276, 0.802], [-0.968, 0.167, 1.158], [-1.284, -0.933, 0.712], [0.283, -0.605, -0.962], [2.445, -1.226, -0.410], [1.208, -0.183, -0.515]], "relative_energy_ev": 5.152}



Record 3
{"formula": "C11H10O2", "method": "the ωB97M-V functional and the def2-TZVPD basis", "symbols": ["C", "C", "C", "C", "C", "C", "C", "C", "C", "C", "C", "O", "O", "H", "H", "H", "H", "H", "H", "H", "H", "H", "H"], "xyz": [[3.220944, 0.294783, -0.102024], [2.894141, -1.092446, -0.007948], [2.195318, 1.176421, -0.048603], [1.652220, -1.507928, 0.370829], [0.020941, 1.876120, 0.673303], [0.841646, 0.812934, 0.287062], [0.577115, -0.567350, 0.519839], [-0.576862, -1.031831, 1.178436], [-2.899550, 0.130571, -0.434717], [-2.290128, -1.262810, -0.282729], [-1.808519, 1.157545, -0.401261], [-1.346965, 1.818475, 0.722455], [-1.751925, -1.445664, 1.047337], [4.277642, 0.523742, -0.462008], [3.611167, -1.957799, -0.255203], [2.180146, 2.263740, -0.266721], [1.389473, -2.531692, 0.283716], [0.424915, 2.949001, 0.960337], [-3.345848, 0.256481, -1.386244], [-3.718696, 0.348203, 0.338360], [-3.022379, -2.097387, -0.476874], [-1.489406, -1.378066, -1.015447], [-1.035380, 1.264963, -1.241892]], "forces_ev_per_angstrom": [[1.684, -0.723, -1.469], [0.858, -1.538, 0.110], [-1.140, 1.295, 0.225], [-0.307, 1.180, -0.935], [0.364, 2.705, 0.701], [1.161, 0.276, 0.615], [-1.097, -0.348, -0.319], [2.016, -0.336, 2.452], [0.154, 0.934, 2.444], [-1.892, -1.118, -1.464], [1.079, 0.715, -1.148], [-0.040, -1.064, -0.414], [-0.446, 0.580, -1.407], [-1.666, 0.117, 0.707], [-0.793, 1.846, 0.400], [1.116, -0.764, 0.138], [-0.031, -0.900, 0.469], [-0.789, -2.499, -0.756], [-0.573, -0.296, -1.118], [1.232, -0.428, -0.900], [0.526, 0.862, 0.427], [0.177, -0.018, 0.203], [-1.595, -0.476, 1.041]], "relative_energy_ev": 7.478}



Record 4
{"formula": "C11H10O2", "method": "the ωB97M-V functional and the def2-TZVPD basis", "symbols": ["C", "C", "C", "C", "C", "C", "C", "C", "C", "C", "C", "O", "O", "H", "H", "H", "H", "H", "H", "H", "H", "H", "H"], "xyz": [[2.062207, -1.397287, 2.639823], [1.019208, -0.906176, 1.740278], [-0.005365, -1.626916, 1.226517], [-1.155005, -1.000531, 0.543372], [-1.232042, 0.073792, -0.297245], [-2.417711, 0.192513, -1.082250], [-2.444712, 0.900527, -2.217910], [-1.269114, 1.639710, -2.571297], [-0.106357, 1.579521, -1.899492], [-0.030241, 0.736374, -0.768091], [1.111985, 0.736392, 0.021095], [2.277041, 1.093653, -0.542572], [1.224058, 0.538935, 1.367716], [2.575115, -2.290929, 2.268870], [1.665360, -1.572838, 3.718104], [2.818489, -0.533278, 2.760201], [-0.169715, -2.628950, 1.688907], [-2.060968, -1.654128, 0.453556], [-3.146553, -0.507300, -0.691835], [-3.332638, 1.220205, -2.594735], [-1.201181, 2.118549, -3.613585], [0.815467, 2.134434, -2.255395], [3.002671, 1.153729, 0.105967]], "forces_ev_per_angstrom": [[1.454, 1.351, 2.267], [-0.516, 0.665, -1.734], [-1.057, 1.752, 1.075], [-0.565, -1.826, -0.067], [1.816, -1.391, -0.279], [-0.010, -0.705, 0.444], [1.853, 0.554, 2.063], [0.939, 0.913, -3.034], [1.092, 0.327, -1.512], [0.989, 0.684, 2.934], [-0.135, 0.068, -0.532], [0.599, 0.172, -0.074], [-1.157, -2.197, 0.279], [-0.123, 0.163, 0.203], [0.542, 0.095, -1.848], [-0.918, -1.563, -0.155], [0.350, 0.794, -0.746], [0.848, 0.561, 0.667], [-0.895, 0.606, -0.434], [-2.498, 0.062, -1.801], [-0.556, -0.268, 1.857], [-1.344, -0.805, 0.505], [-0.707, -0.012, -0.079]], "relative_energy_ev": 3.045, "smiles": "CC1=CC=c2ccccc2=C(O)O1"}



Record 5
{"formula": "C11H11BIN2O5", "method": "the ωB97M-V functional and the def2-TZVPD basis", "symbols": ["C", "N", "C", "B", "O", "C", "C", "C", "C", "O", "C", "O", "C", "C", "O", "C", "N", "C", "O", "H", "H", "H", "H", "H", "H", "H", "H", "H", "H", "H", "I"], "xyz": [[2.297202, -1.214933, 0.813241], [1.298120, -2.053245, 0.162405], [1.786248, -2.580519, -1.126750], [-0.006304, -1.379975, -0.054585], [-1.091755, -2.148316, -0.514942], [-0.311896, 0.208208, 0.009392], [-1.346986, 0.781233, 0.653180], [-2.407972, 0.112203, 1.470966], [-3.511650, -0.332683, 0.515494], [-4.082786, 0.471644, -0.173815], [-1.522527, 2.267809, 0.564187], [-2.525100, 2.843184, 0.906086], [-0.369658, 3.065604, 0.061830], [0.642145, 2.523960, -0.553966], [1.688454, 3.384878, -0.940980], [2.052977, 3.237046, -2.177767], [2.511055, 2.841172, -3.172394], [0.655658, 1.048268, -0.771230], [1.404455, 0.497009, -1.538847], [2.818695, -0.537291, 0.130813], [3.048198, -1.866195, 1.268271], [1.827764, -0.647945, 1.611732], [1.943989, -3.661259, -1.091294], [1.084573, -2.404996, -1.940984], [2.710356, -2.083110, -1.421073], [-0.979163, -3.020571, -0.128812], [-2.827785, 0.815204, 2.189132], [-1.988069, -0.778635, 2.115317], [-3.776229, -1.398255, 0.423941], [-0.409534, 4.130053, 0.227475], [-0.612472, -2.119547, 2.483977]], "forces_ev_per_angstrom": [[0.234, -0.679, 0.217], [-0.296, 1.571, -1.898], [0.035, -0.270, 0.084], [-0.680, -0.804, 0.991], [0.556, 0.685, -0.679], [0.274, -0.017, -0.091], [-0.261, 0.373, 0.403], [-0.124, -0.947, 0.236], [0.250, 0.387, 0.220], [-0.425, -0.015, -0.373], [0.604, -0.295, 0.021], [-0.172, 0.237, 0.179], [-0.888, 0.709, 0.564], [0.162, -0.294, -0.054], [-0.220, 0.004, -0.277], [1.350, -1.738, -0.998], [-0.720, 1.318, 0.727], [-0.388, -0.729, 0.328], [0.599, 0.317, -0.474], [-0.059, 0.050, -0.082], [0.115, 0.078, 0.123], [-0.019, 0.063, 0.128], [0.208, -0.066, 0.111], [-0.148, 0.037, 0.001], [0.144, -0.065, -0.016], [-0.052, -0.281, -0.049], [-0.225, 0.295, -0.257], [-1.301, 2.120, -1.631], [0.191, -0.142, 0.274], [-0.114, 0.189, -0.026], [1.368, -2.092, 2.300]], "total_charge": -1}



Record 6
{"formula": "C11H11Cl2CoLuO3P", "method": "the ωB97M-V functional and the def2-TZVPD basis", "symbols": ["Lu", "Co", "Cl", "Cl", "C", "C", "C", "O", "O", "O", "C", "P", "C", "C", "C", "C", "C", "C", "C", "H", "H", "H", "H", "H", "H", "H", "H", "H", "H", "H"], "xyz": [[0.097190, 1.040555, -7.371469], [0.114587, -0.084793, 0.079711], [-0.639206, 3.169579, -6.854568], [1.939381, -1.083207, -0.241329], [-0.647145, -1.236796, 1.121118], [-0.448589, 1.425504, -9.644798], [0.556763, -0.934086, -8.465284], [-1.049072, -1.998575, 1.918692], [-0.762714, 1.734000, -10.731235], [0.842727, -2.015240, -8.835881], [0.990532, 0.571990, 2.930002], [0.479787, 1.685310, 1.565039], [-1.367919, 1.611914, 1.606548], [0.903842, 3.128141, 2.718479], [-0.087804, 3.620781, 3.580685], [0.282005, 4.449344, 4.640600], [1.626292, 4.749082, 4.870310], [2.617925, 4.216464, 4.035508], [2.270691, 3.389333, 2.969001], [0.988786, -0.468400, 2.612603], [0.328107, 0.759852, 3.776143], [2.013372, 0.852747, 3.198262], [-1.685361, 1.256730, 2.593913], [-1.779185, 2.616244, 1.434154], [-1.767103, 0.953615, 0.809094], [-1.138265, 3.355620, 3.440567], [-0.497212, 4.845705, 5.287645], [1.897840, 5.385020, 5.712578], [3.665468, 4.441428, 4.229723], [3.048680, 2.931241, 2.348693]], "forces_ev_per_angstrom": [[-0.375, 2.405, 1.556], [2.866, 2.508, -3.145], [0.143, -0.559, -0.179], [-0.022, 0.170, -0.343], [-4.836, -7.412, 7.050], [-2.300, 2.512, -7.560], [2.486, -9.484, -3.260], [2.236, 3.963, -4.357], [1.968, -1.989, 6.680], [-1.892, 7.077, 2.240], [0.200, 0.047, 0.066], [-0.327, 0.879, 1.412], [0.104, 0.502, 0.326], [-1.101, -0.746, -0.551], [-0.195, 0.587, 0.424], [-2.281, -0.956, -1.010], [1.332, 0.464, 0.359], [0.664, -0.752, -1.142], [1.419, 1.079, 0.980], [0.159, 0.030, 0.349], [0.096, -0.293, 0.089], [-0.058, -0.339, 0.050], [-0.228, -0.126, -0.341], [0.021, -0.276, -0.155], [-0.185, 0.351, 0.364], [0.391, 0.266, 0.092], [0.184, -0.024, -0.007], [0.010, -0.103, -0.156], [-0.227, -0.074, -0.033], [-0.250, 0.292, 0.201]], "multiplicity": 5, "total_charge": 4}



Record 7
{"formula": "C11H11ClN4O", "method": "the ωB97M-V functional and the def2-TZVPD basis", "symbols": ["N", "H", "H", "N", "C", "O", "C", "C", "C", "C", "C", "C", "H", "H", "C", "N", "C", "C", "C", "N", "H", "Cl", "H", "H", "H", "H", "H", "H"], "xyz": [[3.678039, -2.417066, 3.475685], [3.720750, -1.780773, 4.183442], [4.429669, -2.257356, 2.757302], [2.641027, -2.015428, 2.599227], [2.948631, -1.097646, 1.479270], [3.920740, -0.616737, 1.458077], [1.624190, -0.894328, 1.004702], [0.655957, -2.028377, 0.473255], [-0.453914, -1.767356, -0.254932], [-0.693108, -0.373937, -0.766910], [0.153161, 0.371770, -0.498721], [1.418287, 0.117480, 0.190387], [2.275401, 1.157388, 0.313617], [0.040399, 1.494276, -0.933038], [-1.857161, -0.198943, -1.699823], [-2.328552, 1.215489, -1.443118], [-1.882434, 2.342335, -2.378758], [-2.542294, 3.373852, -1.888777], [-3.430462, 2.907104, -0.983081], [-3.225668, 1.626506, -0.539167], [-3.883213, 3.486817, -0.297318], [-2.495107, 4.798168, -2.480443], [-1.376657, 1.940737, -3.205588], [-2.827520, -0.798850, -1.037313], [-1.731172, -0.663250, -2.854268], [-1.305690, -2.435867, -0.424221], [0.857475, -2.821619, 0.972621], [1.669225, -2.664389, 2.777891]], "forces_ev_per_angstrom": [[0.563, -2.055, -4.600], [0.571, 2.351, 2.264], [0.279, -0.361, 2.064], [-3.432, -2.556, 1.128], [-12.923, -8.561, 6.126], [12.812, 6.602, -1.937], [-2.930, -2.161, -6.382], [-0.246, 6.206, -0.024], [-0.448, 1.129, -0.141], [-10.127, -14.197, -3.561], [12.852, 15.177, 2.085], [1.087, 6.797, 0.566], [-2.799, -3.366, -0.725], [0.553, -2.486, 1.101], [-3.970, -0.999, 2.619], [1.751, 1.289, -4.500], [-0.813, -6.377, 3.417], [-0.353, -3.809, -0.129], [0.443, -3.046, 3.511], [0.538, 1.126, -3.190], [-2.107, 2.139, 1.852], [0.153, 7.043, -2.549], [0.925, 0.499, -0.977], [2.781, 1.273, -2.580], [-0.471, 1.870, 3.281], [0.838, -0.395, 0.065], [0.685, -5.863, 2.390], [3.789, 2.732, -1.174]]}



Record 8
{"formula": "C11H11CrNO6S", "method": "the ωB97M-V functional and the def2-TZVPD basis", "symbols": ["Cr", "N", "C", "C", "C", "O", "O", "H", "H", "H", "H", "H", "H", "O", "S", "O", "O", "O", "C", "C", "C", "C", "C", "C", "C", "C", "H", "H", "H", "H", "H"], "xyz": [[-0.836701, -0.143385, -2.212450], [1.248418, -0.505126, -2.100042], [2.077989, 0.661402, -1.766157], [1.837241, 1.782811, -2.766427], [0.492130, 2.461520, -2.606521], [0.414092, 3.671123, -2.539526], [-0.551018, 1.672545, -2.488245], [1.323157, -1.226665, -1.390445], [1.543303, -0.918244, -2.980018], [3.137754, 0.393954, -1.751873], [1.797821, 0.972535, -0.759268], [1.910836, 1.378751, -3.782552], [2.601508, 2.551486, -2.667492], [-2.724572, -2.429042, -4.386055], [-2.465469, -1.953232, -3.060190], [-3.147484, -2.614306, -1.985015], [-2.598542, -0.415516, -2.960534], [-0.910535, -1.945128, -2.760210], [-0.700744, -0.187991, -0.245986], [-0.598919, -0.211339, 0.965596], [-0.482227, -0.236185, 2.399838], [0.308068, 0.699043, 3.072321], [0.420682, 0.667128, 4.454748], [-0.250931, -0.301175, 5.189391], [-1.040177, -1.235490, 4.530172], [-1.158755, -1.203225, 3.149022], [0.826660, 1.454016, 2.495496], [1.035153, 1.402235, 4.960034], [-0.162193, -0.326024, 6.268424], [-1.570513, -1.992361, 5.094998], [-1.776039, -1.924120, 2.628968]], "forces_ev_per_angstrom": [[-0.015, 0.109, 0.328], [0.126, -0.062, -0.064], [-0.058, -0.087, 0.005], [0.245, -0.111, -0.161], [-0.573, 0.087, 0.565], [0.097, -0.024, -0.185], [0.341, 0.142, -0.531], [-0.004, 0.031, 0.048], [0.004, 0.010, -0.009], [0.048, 0.023, -0.017], [-0.028, 0.036, -0.007], [-0.010, 0.005, -0.004], [0.005, -0.001, 0.014], [0.040, -0.007, -0.137], [0.505, 0.724, 0.297], [-0.067, -0.106, -0.091], [-0.506, -0.406, -0.122], [-0.223, -0.271, -0.067], [0.000, -0.101, 0.087], [0.142, 0.035, 0.296], [-0.080, -0.037, -0.294], [0.028, 0.039, 0.086], [-0.029, -0.025, -0.074], [-0.002, -0.006, 0.009], [0.012, 0.029, -0.058], [0.001, -0.033, 0.074], [-0.001, -0.001, 0.008], [0.000, 0.001, -0.003], [-0.001, -0.001, -0.002], [0.001, 0.002, 0.000], [0.004, 0.006, 0.008]], "multiplicity": 2, "relative_energy_ev": 0.054, "total_charge": -1}



Total energy per entry: -929.19130 -932.67068 -575.35684 -575.51974 -1234.07087 -4529.80946 -1179.82478 -2374.71961 a.u.
F_max per entry: 6.7 4.2 3.2 3.3 3.4 11.3 20.0 0.9 eV/A